[1]
{
  "formula": "C27H63I2N14O27Si",
  "method": "ωB97M-V/def2-TZVPD",
  "symbols": ["H", "O", "H", "O", "O", "C", "O", "H", "H", "O", "O", "C", "O", "H", "H", "O", "N", "H", "C", "N", "N", "O", "H", "N", "H", "H", "H", "H", "N", "O", "O", "H", "H", "H", "H", "C", "H", "H", "C", "H", "H", "H", "O", "H", "O", "H", "C", "O", "H", "O", "N", "H", "H", "N", "C", "C", "H", "O", "O", "H", "H", "I", "H", "C", "H", "H", "C", "H", "H", "C", "C", "N", "O", "H", "C", "H", "H", "H", "Si", "O", "H", "H", "C", "H", "H", "O", "C", "O", "O", "H", "N", "C", "H", "H", "O", "N", "H", "N", "H", "H", "N", "C", "H", "O", "C", "O", "H", "C", "H", "C", "C", "C", "H", "H", "H", "H", "N", "C", "C", "N", "C", "O", "C", "H", "H", "H", "H", "H", "C", "H", "H", "H", "O", "I"],
  "xyz": [[1.69234, 8.18208, 11.90557], [-8.22962, 0.30455, -4.55033], [1.41962, -6.01861, -4.31217], [0.20842, 2.32656, -4.98569], [3.64056, 8.34541, 2.42960], [-6.34897, -0.98361, -2.52313], [-4.15427, -1.41660, -1.91002], [-0.83588, -1.95882, 2.85356], [5.79778, 1.27890, 7.48289], [2.06919, -3.36905, -7.53734], [-1.70404, 0.68271, 4.07350], [-1.88948, -0.85337, -4.08346], [4.39050, 4.42298, 8.44628], [0.50786, 1.53776, 3.73027], [0.64810, -4.11127, -1.54037], [-2.34394, 2.73758, 0.06887], [4.13185, -0.41715, -1.69728], [2.09740, 5.75430, 3.74357], [-2.52866, -4.71560, 0.52014], [3.10238, -2.74827, -7.36748], [-7.83796, 0.55709, -5.67478], [3.96141, 0.77680, -1.58350], [-4.32074, -9.83194, -7.13786], [-2.91810, 3.35942, 0.94360], [3.96468, -0.92445, -6.77042], [-1.87397, -3.16793, -6.25264], [-6.50199, -1.92412, -2.00558], [0.06348, -4.93566, -3.10865], [-0.25875, -2.35865, -2.47087], [-7.86141, -0.20642, -6.61376], [-0.20842, 6.19925, 10.69712], [-4.08044, 1.64733, 1.30854], [-0.00931, -3.78298, -5.78447], [5.69571, -0.27168, -0.29962], [3.76496, 5.19052, 4.08490], [-1.18950, -0.26121, -3.03626], [-2.22805, -5.56763, -0.09955], [5.91661, -1.49842, -1.58285], [0.20229, -2.67457, -0.02449], [-2.46498, -2.67008, 3.30126], [3.10566, 5.08688, 2.42740], [1.70181, 5.95631, 7.69647], [2.04265, 3.47162, 4.95750], [2.81931, 2.42860, -3.16605], [2.26681, 2.87955, 2.88875], [2.10515, 3.81842, -4.03877], [2.22386, 5.21033, 8.27700], [-4.55985, 0.38899, -3.02097], [4.75462, -1.79180, -0.25046], [-2.11440, -8.47324, -7.02354], [-4.90135, -0.64599, -2.47846], [1.83398, 4.21569, 8.07329], [1.63564, -2.58645, -1.61331], [4.72693, 8.00423, 2.84748], [1.28804, -5.38933, -5.20045], [2.97217, -1.34798, -6.87321], [-6.63301, -1.06470, -3.56654], [1.13324, 7.38831, 9.50056], [1.81787, 0.91051, -4.72793], [0.13536, -0.56381, -1.45884], [-0.99121, -6.39451, 2.61849], [-2.53697, -5.46456, -3.29247], [0.90337, 1.26509, 5.44561], [-0.95966, -5.37388, 3.01598], [-6.43599, 2.04228, -5.23313], [2.46382, -1.38283, -5.91318], [0.56459, 0.80615, 4.52390], [1.20665, -0.02338, 4.24100], [-3.31375, -3.46283, -5.19091], [-0.10829, -4.72665, -5.24311], [-0.40782, -1.04219, -2.26975], [1.25652, 1.96341, -4.49393], [5.28577, 6.95902, 2.58081], [0.29840, 9.10295, 11.25789], [2.87231, 5.03802, 3.48424], [-0.87426, -2.42269, -0.09614], [-3.04825, -1.92144, -5.97624], [4.06768, 1.58893, 7.80722], [-1.17321, -4.07881, 1.65208], [-0.90550, -0.58950, 5.62879], [5.57309, 9.87765, 3.22204], [-3.42426, -11.35728, -7.40180], [-1.73217, -2.20763, -4.31899], [1.20319, 3.03803, -2.70071], [-2.93633, -3.92103, -0.12489], [-1.57632, -10.12439, -8.30268], [4.88513, 1.73583, 7.11101], [0.29444, -3.80367, 0.83157], [3.46387, 0.51806, 5.74758], [-3.37198, -5.06781, 1.13521], [3.65803, 5.21318, 7.88064], [-3.99286, 2.65590, 1.69630], [-2.55544, -0.26148, -4.70350], [-3.70595, 2.64340, 2.74413], [5.35199, 1.16098, 4.92860], [-2.27055, -9.60265, -7.46681], [5.03181, 2.79039, 6.90362], [4.53760, 1.08034, 5.82452], [-4.91593, 3.20935, 1.54835], [0.00401, -5.17569, 3.50435], [0.50833, 7.15993, 10.51948], [5.21466, -1.04337, -0.88974], [-2.20166, -1.87680, 1.71789], [4.00724, 5.99788, 7.02243], [-7.28440, 1.91998, -5.90163], [3.48621, -1.15139, -2.42283], [2.38784, -0.79652, -7.60412], [0.62779, -3.02670, -1.49798], [-1.29920, 0.80495, -2.86188], [0.64234, 8.14210, 11.62970], [-0.88397, -2.97455, -3.49889], [-3.41168, -10.38587, -6.92096], [6.37385, 8.51036, 4.05206], [2.07718, -4.63312, -5.29354], [-8.07022, 2.63388, -5.67190], [4.78501, 9.09526, 4.62855], [-0.79701, 0.25230, 4.76455], [-2.53301, -2.75795, -5.48424], [5.42490, 8.94756, 3.76320], [2.34995, 3.68157, 3.79805], [1.90181, 2.88623, -3.51930], [4.21770, -3.17408, -7.56585], [-0.65611, -4.44870, -3.76044], [0.75404, -1.80377, 0.34840], [-6.88892, -0.17854, -2.03386], [2.17921, 5.43859, 9.33146], [1.38740, -6.03509, -6.07890], [-3.25824, -10.48336, -5.84982], [-1.73519, -2.48463, 2.51029], [-1.77999, -5.20647, 3.72470], [0.03432, 7.80710, 12.46230], [-6.97786, 2.00005, -6.93838], [-2.68916, 4.50619, 1.25587], [-1.41990, -6.13836, -6.22734]],
  "forces_ev_per_angstrom": [[0.0, 0.1, -0.1], [0.0, 0.0, -0.1], [0.0, 0.2, -0.1], [0.0, -0.2, 0.0], [0.0, -0.1, 0.0], [0.0, -0.3, 0.2], [0.1, 0.1, -0.1], [-0.4, 0.0, 0.3], [0.1, 0.1, -0.1], [0.0, 0.0, 0.1], [-0.1, -0.1, 0.1], [0.5, -0.1, 0.5], [0.0, 0.2, -0.1], [-0.1, 0.0, 0.0], [-0.1, 0.2, -0.4], [0.0, 0.1, 0.0], [0.1, 0.0, 0.1], [0.0, 0.0, 0.1], [-0.1, 0.3, -0.2], [0.1, 0.2, 0.0], [0.0, 0.1, -0.1], [-0.1, 0.0, -0.1], [0.0, 0.1, 0.1], [0.0, -0.1, 0.0], [0.0, -0.1, 0.0], [-0.3, -0.3, 0.2], [0.1, 0.0, 0.0], [-0.3, 0.3, 0.1], [0.1, -0.5, -0.1], [0.0, -0.1, 0.1], [0.1, 0.0, -0.1], [0.1, 0.0, 0.0], [-0.4, -0.3, -0.1], [-0.1, 0.0, 0.0], [-0.1, 0.0, 0.1], [-0.9, 0.7, -1.0], [0.1, 0.2, 0.1], [-0.1, -0.1, 0.0], [-1.3, -0.6, -0.6], [0.3, 0.1, 0.0], [0.0, -0.1, 0.0], [0.1, 0.0, 0.0], [0.1, -0.1, -0.1], [-0.1, -0.1, 0.0], [0.0, 0.1, 0.3], [-0.2, 0.0, 0.0], [0.0, -0.3, -0.3], [0.1, -0.1, 0.0], [0.0, -0.1, -0.1], [-0.5, -1.1, -0.5], [-0.2, -0.1, 0.1], [0.1, 0.0, 0.1], [-0.4, -0.6, -0.5], [0.1, 0.1, 0.1], [-0.2, 0.0, -0.4], [0.1, 0.1, 0.0], [-0.1, 0.1, 0.0], [-0.3, 0.4, 0.3], [-0.2, 0.0, -0.1], [0.1, -0.5, 0.0], [0.1, 0.2, 0.2], [0.2, 0.5, 1.4], [0.1, -0.1, 0.0], [0.5, 0.6, -0.7], [-0.1, 0.0, 0.1], [-0.1, 0.0, -0.1], [-0.1, 0.0, -0.1], [0.1, 0.0, 0.2], [0.4, -0.1, 0.0], [-0.3, -0.5, 0.9], [0.6, 1.0, 0.9], [0.1, 0.1, 0.1], [-0.1, 0.0, 0.0], [0.1, 0.0, -0.1], [0.1, 0.1, -0.2], [0.4, 0.5, -0.1], [0.1, -0.1, 0.2], [0.0, 0.0, -0.1], [-0.5, -0.8, 1.3], [-0.2, 0.0, -0.1], [-0.1, 0.0, 0.0], [0.1, 0.0, 0.0], [-0.6, 0.0, -0.6], [-0.1, 0.1, -0.1], [0.1, -0.3, 0.0], [0.1, 0.1, 0.0], [-0.1, 0.0, 0.2], [-0.2, 0.4, -0.1], [0.0, -0.1, -0.1], [0.3, 0.2, 0.0], [-0.2, 0.0, 0.0], [-0.1, -0.2, 0.0], [0.2, -0.1, 0.1], [0.0, 0.1, 0.0], [-0.1, 0.0, 0.0], [-0.1, -0.1, 0.0], [0.1, 0.0, 0.0], [0.0, 0.0, 0.1], [0.1, 0.1, 0.1], [-0.3, -0.3, 0.1], [-0.1, 0.1, 0.1], [0.2, 0.1, 0.1], [0.0, 0.1, 0.5], [0.1, -0.1, 0.0], [0.1, 0.1, -0.2], [-0.1, 0.0, 0.1], [-0.1, -0.1, 0.1], [1.0, 0.6, 1.6], [0.1, -0.2, 0.2], [-0.1, 0.0, 0.2], [-0.1, -0.5, -0.2], [-0.1, -0.2, 0.0], [0.0, -0.1, -0.1], [-0.1, -0.2, 0.4], [0.0, 0.0, 0.1], [-0.1, 0.1, -0.1], [0.3, 0.2, -0.1], [0.1, 0.6, -0.3], [0.2, 0.0, 0.1], [0.1, 0.2, -0.1], [0.3, 0.0, 0.1], [-0.1, -0.1, 0.0], [-0.2, 0.0, -1.1], [0.0, -0.3, 0.1], [0.0, 0.1, -0.2], [0.1, -0.2, 0.0], [0.2, 0.2, 0.2], [0.0, 0.1, 0.0], [0.4, -0.2, -1.3], [0.2, -0.2, -0.1], [0.0, -0.1, -0.1], [0.0, -0.1, 0.0], [0.0, 0.0, 0.0], [1.4, 1.0, -0.9]],
  "homo_lumo_gap_ev": 7.035,
  "total_charge": 1,
  "lumo_energy_ev": -3.005,
  "e_tot_ev": -129202.65271
}

***

[2]
{
  "formula": "C4H7NO",
  "method": "ωB97M-V/def2-TZVPD",
  "symbols": ["C", "H", "H", "C", "H", "C", "H", "H", "N", "O", "H", "H", "C"],
  "xyz": [[0.91971, -0.49611, -0.53201], [1.18860, 1.30369, 0.68815], [-1.06377, 0.32486, 1.91076], [-1.65304, -0.08556, 0.06655], [-0.68014, -0.19757, -1.90008], [-0.49671, -0.34267, -0.83107], [-2.25726, 0.53166, -0.62142], [-2.25322, -0.94971, 0.37945], [-1.11252, 0.80601, 1.00208], [1.33134, -0.80844, 0.78428], [1.46472, -1.01287, -1.32996], [2.78914, 0.55708, 0.05834], [1.72439, 0.45396, 0.27108]],
  "forces_ev_per_angstrom": [[0.0, 0.0, -0.2], [0.2, -0.1, 0.0], [0.2, 0.2, -0.2], [-0.3, 0.3, -1.1], [0.1, 0.0, 0.3], [0.3, -0.4, -1.2], [-0.4, -0.2, 0.3], [0.3, 0.0, 0.2], [-0.2, 0.3, 1.4], [0.0, -0.3, 0.3], [-0.1, 0.0, 0.2], [-0.2, 0.0, 0.0], [0.0, 0.3, -0.1]],
  "homo_lumo_gap_ev": [7.899, 9.599],
  "lumo_energy_ev": [-0.144, 0.058],
  "e_tot_ev": -7793.92097
}

***

[3]
{
  "formula": "C10H38N4O9",
  "method": "ωB97M-V/def2-TZVPD",
  "symbols": ["H", "H", "H", "H", "H", "O", "O", "C", "H", "H", "H", "H", "O", "H", "H", "C", "H", "H", "C", "O", "N", "H", "H", "H", "H", "C", "H", "O", "H", "H", "H", "H", "H", "H", "O", "N", "O", "H", "C", "C", "O", "H", "C", "O", "H", "H", "C", "C", "N", "H", "H", "H", "H", "H", "H", "H", "H", "H", "C", "N", "H"],
  "xyz": [[1.22687, -3.00841, -4.24351], [1.47488, -0.49099, 1.29974], [-1.68070, -1.11792, 1.54837], [0.50037, 0.46305, -2.88656], [1.84550, 3.19537, -4.60796], [-1.19626, -0.88872, -0.95131], [-3.38466, -0.54837, 1.49590], [-2.01527, 0.27716, 4.73734], [-0.12440, -2.14051, -3.34900], [-3.91236, 0.18281, 1.79861], [1.54996, -2.20207, 0.43846], [5.17019, -1.27450, -0.74445], [-1.69927, 1.89446, 0.12793], [-1.37119, 2.08186, 4.64901], [-1.79345, 0.24180, 3.69651], [1.57637, -0.24214, 3.28208], [1.90316, 0.38042, 5.09287], [-1.94502, 2.12638, -2.65358], [-0.35574, -1.38495, 0.06204], [1.68121, -1.86637, -2.73347], [0.93969, -1.57313, -0.09481], [-1.72789, 1.07561, -0.37312], [-1.19601, -0.23252, 5.20027], [4.36579, -1.60660, 1.23671], [1.61466, 0.51693, -1.53174], [-2.89515, 1.62666, -2.65512], [2.14206, 0.98959, 1.67130], [-3.46068, 1.79267, -3.87491], [-3.60670, 2.06786, -1.93699], [2.39482, -1.73182, -3.33765], [0.29650, 1.69299, -1.69463], [0.54743, -3.62925, -2.66118], [4.15287, -2.46779, -1.40358], [0.12466, 1.51605, 0.52321], [3.83408, -2.20254, 0.63906], [-0.77781, -1.44720, 1.28884], [0.94866, -1.43246, 3.64670], [-0.88585, 1.15008, 1.90640], [1.05382, 1.13012, -2.24099], [-3.93115, -0.84615, 0.26463], [1.29870, 2.50034, -4.18947], [2.34253, 2.92435, -2.54311], [4.16891, -1.71322, -0.63330], [-2.09306, 1.64937, 5.08753], [3.45742, -0.92596, -0.89342], [2.86022, 1.42146, -3.35958], [0.76972, -2.73171, -3.26836], [1.99305, 2.01232, -3.06489], [1.89226, 0.68454, 4.09362], [1.28019, -1.51326, -1.08636], [-4.95614, -1.15489, 0.51505], [-2.92061, -0.29916, 4.76675], [-0.49790, 2.88442, 1.57038], [-0.19428, -1.62977, 2.04337], [-3.88981, -0.00193, -0.42293], [2.57776, 1.38448, 3.90014], [-2.80033, 0.50916, -2.48135], [-4.38713, 1.70319, -3.71634], [-0.69147, 1.89122, 1.15953], [1.84254, 0.09355, 2.05344], [-3.43657, -1.75594, -0.16212]],
  "forces_ev_per_angstrom": [[-1.2, -0.4, 0.3], [0.4, 0.2, 0.3], [-1.0, 0.2, -0.3], [0.0, -0.2, -0.2], [-0.5, -0.6, 0.3], [4.2, -2.3, 4.2], [1.0, 0.4, 1.3], [0.7, 0.4, -1.1], [-0.9, -0.3, -0.5], [0.1, 0.5, 0.7], [-0.8, 0.2, 0.2], [0.0, -0.1, 0.6], [-1.0, 1.7, 1.1], [0.4, 0.3, -0.3], [0.4, -0.2, -1.2], [-3.7, -6.9, -0.3], [-0.2, 0.6, -1.2], [0.5, 0.1, 0.4], [-4.8, 3.3, -4.0], [1.8, 1.1, 1.9], [3.0, -0.9, -2.8], [0.6, -0.8, 0.2], [0.3, -0.4, 0.7], [-1.2, -1.3, -0.4], [0.0, 0.2, -0.1], [-0.2, -1.6, 1.9], [-0.2, -0.2, 1.0], [-0.7, 0.6, -2.9], [0.8, -0.1, 0.6], [0.6, 0.2, -0.3], [0.1, 0.2, 0.0], [0.4, 0.4, -0.1], [-0.4, -0.6, 0.0], [0.9, 0.4, 1.1], [1.6, 0.9, 1.2], [-1.7, -0.3, 0.2], [3.0, 5.6, -1.8], [-0.2, -0.3, 0.7], [0.2, 0.6, 0.1], [-1.1, -2.0, -1.1], [0.1, 0.5, -1.0], [0.1, -0.7, 0.5], [0.1, 1.0, -1.0], [-1.0, -0.3, 0.8], [0.0, 0.1, -0.3], [0.3, -0.1, -0.1], [-0.7, -1.1, -1.7], [-0.2, 0.5, 0.7], [0.9, 1.9, 6.9], [-0.5, -0.1, 1.1], [-0.2, 0.2, -0.9], [-0.7, 0.3, 0.9], [-0.3, -0.1, -0.3], [1.6, -0.6, 1.7], [0.0, -0.2, -0.2], [0.1, 0.2, -0.4], [0.4, 1.2, 0.5], [-0.9, -0.1, -0.5], [0.1, -1.0, -2.9], [0.1, -0.8, -4.1], [-0.2, 1.1, 0.2]],
  "homo_lumo_gap_ev": 9.262,
  "lumo_energy_ev": 0.090,
  "smiles": "NC(N)=O.NC(N)=O.CCO.CO.CO.CO.CO.CO.CO",
  "e_tot_ev": -35370.18080
}

***

[4]
{
  "formula": "C10H10BrF9O3PS",
  "method": "ωB97M-V/def2-TZVPD",
  "symbols": ["C", "C", "C", "F", "C", "H", "Br", "F", "F", "F", "C", "H", "H", "F", "O", "F", "H", "H", "F", "O", "C", "S", "P", "C", "H", "F", "C", "H", "C", "F", "H", "H", "H", "C", "O"],
  "xyz": [[0.08028, 0.83414, -2.43081], [-0.37540, 2.26872, -2.47845], [-0.55651, 0.10189, 0.46572], [-1.93466, -3.51526, 1.14651], [2.44938, 1.39679, -1.45992], [-2.15951, 1.13470, 1.47117], [-2.31730, 2.49265, -2.23043], [-3.35363, -4.40794, -0.31499], [-0.97917, -2.80238, -0.62060], [-0.22816, -4.88825, -0.71771], [1.16401, 2.11159, 0.25153], [1.37871, -0.54013, -1.53968], [2.80800, 0.36370, 1.57321], [1.16319, 0.05063, 3.73685], [2.41267, 2.24352, -0.30276], [-1.98596, -4.27869, -1.93975], [-0.76713, 0.17054, -2.29151], [-1.69212, -0.33405, 2.24557], [-1.26075, 2.47332, 3.20301], [0.30301, 3.22023, -2.64374], [-1.28266, 0.55696, 1.75962], [2.07447, -0.50080, 0.86195], [-1.70538, -4.27244, -0.30869], [-0.57261, 1.36822, 2.79100], [3.37563, 0.83370, -1.53240], [1.41809, 2.22302, 3.68864], [1.17640, 0.52305, -1.41010], [0.47535, 0.61114, -3.42620], [0.81897, 0.64731, 0.11459], [-1.74692, -5.66696, 0.56950], [2.39019, 2.01845, -2.35461], [-1.23739, 0.30468, -0.35957], [-0.47425, -0.97797, 0.48286], [0.62361, 1.20175, 3.36173], [0.51755, 3.03415, 0.63845]],
  "forces_ev_per_angstrom": [[-0.1, 0.0, -0.1], [0.0, 0.1, 0.1], [-0.2, 0.4, 0.1], [0.8, -0.4, 0.2], [-0.3, -0.1, -0.9], [0.1, 0.2, 0.1], [0.0, 0.0, 0.0], [0.1, 0.8, 0.1], [-0.6, 0.4, -0.3], [0.2, 0.5, 0.7], [0.4, -0.2, 0.3], [0.3, 0.1, -0.3], [0.0, 0.1, 0.0], [0.2, 0.1, -0.7], [-0.2, 0.6, -0.4], [0.2, -0.8, 0.1], [0.0, 0.0, 0.0], [0.0, -0.1, -0.2], [0.6, 0.4, -0.9], [-0.1, 0.0, -0.1], [-0.2, -0.6, 0.5], [0.0, 0.2, 0.4], [-0.2, -0.2, -0.1], [0.1, -0.1, 0.3], [0.0, -0.1, 0.5], [-0.4, -0.2, 0.8], [0.1, -0.7, 0.8], [0.1, 0.1, 0.0], [-0.2, -0.5, -0.6], [-0.3, -0.2, -0.7], [0.1, 0.3, 0.2], [-0.1, 0.1, 0.1], [0.0, -0.2, 0.0], [-0.2, 0.2, 0.0], [0.1, -0.2, 0.2]],
  "homo_lumo_gap_ev": 9.065,
  "total_charge": -1,
  "lumo_energy_ev": 2.287,
  "e_tot_ev": -131303.44109
}